A gas-phase ion, C25H20ClNOPS (charge -1) in a non-equilibrium geometry. Source: the OMol25 dataset; level of theory: the ωB97M-V functional and the def2-TZVPD basis.

Geometry as XYZ:
```
50
Properties=species:S:1:pos:R:3:mulliken_charge:R:1
C 2.144 -3.341 0.212 -0.474
C 2.002 -2.193 -0.566 -0.539
C 1.746 -0.963 0.050 -0.392
C 1.573 -0.886 1.437 -0.098
P 0.960 0.663 2.186 0.976
C 2.187 1.867 1.552 -0.150
C 1.729 2.994 0.871 0.100
C 2.627 3.946 0.362 -0.567
C 4.009 3.783 0.573 -0.361
C 4.470 2.673 1.294 -0.546
C 3.566 1.726 1.799 -0.431
N -0.349 1.115 1.378 -0.263
C -1.241 0.334 0.617 -0.295
C -2.666 0.874 0.835 0.393
C -3.716 0.015 1.174 -0.327
C -5.033 0.477 1.023 -0.611
C -5.263 1.793 0.585 -0.423
C -4.193 2.689 0.434 -0.523
C -2.885 2.236 0.643 -0.190
O 1.024 0.587 3.674 -0.879
C 1.752 -2.031 2.219 -0.515
C 2.040 -3.260 1.608 -0.407
H 2.336 -4.305 -0.268 0.353
H 2.087 -2.243 -1.656 0.348
H 1.672 -0.063 -0.555 0.608
H 0.655 3.116 0.721 0.260
H 2.254 4.807 -0.194 0.363
H 4.712 4.518 0.177 0.341
H 5.548 2.552 1.463 0.332
H 3.923 0.878 2.378 0.356
H -1.167 -0.761 0.746 0.431
H -3.483 -1.005 1.488 0.415
H -5.857 -0.200 1.201 0.361
H -6.286 2.138 0.374 0.330
H -4.367 3.714 0.112 0.366
H -2.025 2.909 0.590 0.169
H 1.668 -1.953 3.301 0.420
H 2.177 -4.155 2.216 0.370
Cl -2.474 -4.646 -2.416 -0.263
C -1.579 -3.235 -2.790 0.418
C -0.672 -3.238 -3.856 -0.546
C 0.037 -2.066 -4.143 -0.420
C -0.120 -0.949 -3.331 -0.732
C -0.938 -0.977 -2.181 0.731
S -0.924 0.451 -1.200 -0.295
C -1.753 -2.101 -1.986 -0.787
H -0.532 -4.145 -4.444 0.376
H 0.714 -2.033 -4.988 0.361
H 0.400 -0.007 -3.531 0.341
H -2.489 -2.101 -1.187 0.516
```

Properties
Highest occupied orbital energy = -4.5598 eV
Energy above the lowest of the compared OMol25 structures with the same formula, charge and spin = 9.9 kcal per mole
Orbital gap = 7.23 eV
SMILES string = [O-]P(=N[C@H](Sc1cccc(Cl)c1)c1ccccc1)(c1ccccc1)c1ccccc1
Total charge = -1

A gas-phase ion, C6H6N (charge +1) in a non-equilibrium geometry. Source: the OMol25 dataset; level of theory: the ωB97M-V functional and the def2-TZVPD basis.

Geometry as XYZ:
```
13
Properties=species:S:1:pos:R:3:mulliken_charge:R:1
C 1.744 2.063 1.086 -0.006
C 1.011 1.226 0.446 0.999
C -0.483 -0.861 0.126 0.144
C 2.528 2.925 1.663 -0.921
C -1.134 -1.893 -0.249 0.012
C -1.920 -1.934 -1.517 -1.135
N 0.353 0.530 -0.298 -0.165
H 2.791 2.799 2.633 0.286
H 2.808 3.729 1.153 0.299
H -1.240 -2.739 0.389 0.363
H -1.590 -1.245 -2.157 0.429
H -2.954 -1.699 -1.480 0.357
H -1.913 -2.901 -1.795 0.340
```

Properties
Highest occupied orbital energy (alpha / beta) = -14.3723 / -14.3726 eV
Energy above the lowest of the compared OMol25 structures with the same formula, charge and spin = 123.6 kcal per mole
Orbital gap (alpha / beta) = 7.74 / 7.74 eV
SMILES string = C=C=C=[N+]=C=CC
Total charge = +1